Run P
Density functional theory data (ωB97M-V/def2-TZVPD) for a cluster of 4 separate species, C3H12O4 in total.

Cartesian coordinates (Å):
C  1.891  0.887  -0.081
O  0.579  0.419  0.222
C  2.985  -0.103  -0.034
C  2.895  -1.381  0.533
H  1.825  1.409  -1.119
H  1.989  1.815  0.577
H  0.199  0.307  -0.680
H  3.932  0.122  -0.542
H  3.798  -2.131  0.548
H  1.942  -1.611  0.979
H  -1.709  1.042  2.564
H  -1.080  0.135  1.160
O  -1.755  0.918  1.578
H  -3.117  0.906  0.527
H  -4.319  -0.104  0.588
O  -3.681  0.262  -0.040
H  -2.209  -1.688  -2.674
H  -2.291  -0.445  -1.667
O  -1.876  -0.758  -2.438

Its multiplicity is 2. The LUMO energy (spin up / spin down) comes out at 3.70 / 3.48 eV. The HOMO energy (spin up / spin down) comes out at 0.88 / -6.54 eV. Its HOMO-LUMO gap (spin up / spin down) is 2.816 / 10.019 eV. Its charge is -1.

---

Run Q
Density functional theory data (ωB97M-V/def2-TZVPD) for a cluster of 4 separate species, C3H12O4 in total.

Cartesian coordinates (Å):
C  -1.718  -2.697  -1.021
C  -1.211  -1.542  -0.193
C  0.067  -1.181  -0.366
O  0.608  0.016  -0.017
H  -1.963  -2.371  -2.029
H  -2.531  -3.252  -0.555
H  -0.893  -3.395  -1.214
H  -1.765  -0.828  0.389
H  0.778  -1.773  -0.916
H  0.019  0.597  0.499
H  -0.479  1.454  -1.470
H  -1.587  2.572  -1.497
O  -0.676  2.372  -1.227
H  3.610  1.716  0.413
H  2.533  0.701  0.604
O  3.178  1.216  1.113
H  1.084  1.507  2.153
H  0.436  2.911  2.569
O  0.512  1.977  2.765

Its multiplicity is 2. The LUMO energy (spin up / spin down) comes out at 3.70 / 3.65 eV. The HOMO energy (spin up / spin down) comes out at 0.93 / -5.63 eV. Its HOMO-LUMO gap (spin up / spin down) is 2.765 / 9.276 eV. Its charge is -1.

---

Energy above the most stable structure, in hartree: run P 0.0444; run Q 0.0000

---

Run P
Density functional theory data (ωB97M-V/def2-TZVPD) for the ion C5H11N with charge -1.

Cartesian coordinates (Å):
C  0.126  1.007  0.661
N  0.389  0.250  -0.638
C  0.242  1.094  -1.882
C  -0.429  -0.995  -0.483
C  -0.510  -1.221  0.986
C  0.415  -0.209  1.614
H  0.831  1.735  0.905
H  -0.818  1.552  0.847
H  -0.549  1.727  -1.935
H  1.140  1.544  -2.197
H  0.232  0.409  -2.727
H  -1.389  -0.788  -0.880
H  -0.065  -1.944  -1.078
H  -1.511  -1.241  1.332
H  0.020  -2.267  1.173
H  1.489  -0.608  1.528
H  0.387  -0.046  2.773

Its multiplicity is 2. The LUMO energy (spin up / spin down) comes out at 4.26 / 4.35 eV. The HOMO energy (spin up / spin down) comes out at 1.58 / -4.65 eV. Its HOMO-LUMO gap (spin up / spin down) is 2.679 / 9.002 eV. Its charge is -1.

---

Run Q
Density functional theory data (ωB97M-V/def2-TZVPD) for the ion C5H11N with charge -1.

Cartesian coordinates (Å):
C  -2.392  1.007  1.677
C  -0.891  0.711  1.298
C  -0.565  -0.114  0.131
C  0.698  -0.259  -0.380
N  1.097  -0.971  -1.459
C  2.482  -0.751  -1.914
H  -2.996  0.012  1.790
H  -2.869  1.556  0.729
H  -2.621  1.689  2.588
H  -0.385  1.659  1.400
H  -0.614  0.074  2.136
H  -1.352  -0.768  -0.373
H  1.506  0.291  0.157
H  0.740  -2.053  -1.474
H  2.707  0.364  -1.908
H  3.172  -1.388  -1.484
H  2.283  -1.058  -2.913

Its multiplicity is 2. The LUMO energy (spin up / spin down) comes out at 3.68 / 3.64 eV. The HOMO energy (spin up / spin down) comes out at 1.43 / -3.62 eV. Its HOMO-LUMO gap (spin up / spin down) is 2.243 / 7.258 eV. Its charge is -1.

---

Energy above the most stable structure, in hartree: run P 0.0000; run Q 0.0114

---

Run P
Density functional theory data (ωB97M-V/def2-TZVPD) for a structure of composition C24H22BBr2F8LuN3PSSb.

Cartesian coordinates (Å):
Lu  -1.478  -0.408  0.734
Br  1.094  -1.205  2.502
C  2.433  -2.492  1.951
Br  2.465  -2.876  0.076
H  2.227  -3.411  2.488
H  3.392  -2.073  2.231
C  3.611  3.577  1.015
C  2.433  3.976  0.405
C  1.632  3.049  -0.248
C  2.003  1.708  -0.293
C  3.187  1.315  0.334
C  3.988  2.241  0.977
P  0.974  0.395  -1.024
C  1.972  -0.185  -2.431
C  1.632  -1.405  -3.007
C  2.321  -1.876  -4.112
C  3.368  -1.136  -4.644
C  3.720  0.075  -4.069
C  3.023  0.553  -2.970
C  -0.399  1.283  -1.815
C  -0.179  2.162  -2.885
C  -1.197  2.957  -3.367
C  -2.449  2.903  -2.769
C  -2.693  2.019  -1.726
C  -1.676  1.190  -1.249
H  4.234  4.303  1.520
H  2.128  5.014  0.435
H  0.707  3.373  -0.707
H  3.488  0.273  0.307
H  4.904  1.919  1.453
H  0.818  -1.995  -2.611
H  2.037  -2.821  -4.553
H  3.908  -1.504  -5.507
H  4.537  0.655  -4.479
H  3.302  1.504  -2.532
H  0.810  2.227  -3.326
H  -1.016  3.627  -4.197
H  -3.243  3.544  -3.131
H  -3.679  2.000  -1.291
C  -3.668  -1.735  3.900
C  -2.784  -2.700  3.192
N  -1.982  -2.482  2.162
C  -1.366  -3.693  1.899
C  -1.795  -4.630  2.776
N  -2.696  -3.987  3.588
H  -4.117  -1.034  3.203
H  -3.103  -1.163  4.635
H  -4.469  -2.265  4.414
H  -0.665  -3.799  1.092
H  -1.566  -5.674  2.880
H  -3.218  -4.395  4.342
S  -1.081  -3.979  -2.629
C  -1.101  -2.910  -1.426
N  -1.061  -2.141  -0.534
F  -3.959  -0.918  0.856
B  -3.669  -0.429  -0.385
F  -4.692  -0.077  -1.118
F  -1.723  0.122  3.039
Sb  -1.631  2.064  2.900
F  -2.851  1.636  1.484
F  -3.018  2.298  4.132
F  -1.485  3.851  2.392
F  -0.271  2.119  4.179
F  -0.364  1.470  1.541

Its multiplicity is 2. The LUMO energy (spin up / spin down) comes out at -0.54 / -1.29 eV. The HOMO energy (spin up / spin down) comes out at -7.89 / -8.17 eV. Its HOMO-LUMO gap (spin up / spin down) is 7.352 / 6.885 eV. Its charge is 0.

---

Run Q
Density functional theory data (ωB97M-V/def2-TZVPD) for a structure of composition C24H22BBr2F8LuN3PSSb.

Cartesian coordinates (Å):
Lu  0.682  1.043  1.057
Br  1.549  -0.486  3.606
C  0.235  -1.764  3.942
Br  -1.624  -0.069  1.917
H  -0.404  -1.581  4.788
H  0.336  -2.703  3.425
C  -6.034  -2.282  -4.422
C  -5.258  -1.314  -5.049
C  -4.153  -0.780  -4.401
C  -3.813  -1.196  -3.114
C  -4.608  -2.158  -2.491
C  -5.707  -2.705  -3.141
P  -2.373  -0.567  -2.167
C  -2.118  1.064  -2.970
C  -1.172  1.329  -3.956
C  -1.026  2.612  -4.471
C  -1.834  3.645  -4.019
C  -2.790  3.390  -3.041
C  -2.920  2.114  -2.515
C  -0.980  -1.566  -2.847
C  -1.206  -2.567  -3.791
C  -0.174  -3.373  -4.258
C  1.115  -3.177  -3.793
C  1.347  -2.181  -2.854
C  0.320  -1.374  -2.359
H  -6.894  -2.700  -4.930
H  -5.513  -0.978  -6.047
H  -3.550  -0.029  -4.900
H  -4.363  -2.477  -1.484
H  -6.313  -3.453  -2.646
H  -0.537  0.533  -4.323
H  -0.280  2.802  -5.233
H  -1.722  4.642  -4.425
H  -3.427  4.190  -2.681
H  -3.649  1.925  -1.734
H  -2.205  -2.728  -4.179
H  -0.384  -4.146  -4.988
H  1.933  -3.788  -4.153
H  2.360  -2.019  -2.498
C  -1.271  2.986  3.752
C  -1.332  3.490  2.356
N  -0.751  2.978  1.291
C  -1.097  3.778  0.215
C  -1.902  4.778  0.637
N  -2.039  4.582  1.998
H  -1.893  2.098  3.858
H  -1.604  3.752  4.452
H  -0.248  2.710  4.009
H  -0.757  3.563  -0.785
H  -2.377  5.590  0.116
H  -2.577  5.148  2.630
S  1.865  -3.629  0.932
C  1.343  -2.213  0.506
N  0.942  -1.126  0.207
F  2.039  0.212  -1.428
B  0.817  -0.397  -1.224
F  -0.064  0.778  -0.871
F  1.813  2.489  2.416
Sb  3.269  2.704  1.140
F  3.170  4.530  1.320
F  1.759  2.737  -0.054
F  4.472  2.684  -0.245
F  2.962  0.808  1.079
F  4.490  2.451  2.491

Its multiplicity is 2. The LUMO energy (spin up / spin down) comes out at -0.45 / -0.50 eV. The HOMO energy (spin up / spin down) comes out at -7.89 / -7.89 eV. Its HOMO-LUMO gap (spin up / spin down) is 7.435 / 7.397 eV. Its charge is 0.

---

Energy above the most stable structure, in hartree: run P 0.1396; run Q 0.0000